157
Properties=species:S:1:pos:R:3:forces:R:3 method="wB97M-V/def2-TZVPD" smiles=CC1(C)CCCC(C)(C)N1O.CC1(C)CCCC(C)(C)N1O.COC[C@H](C)N.COC[C@H](C)N.COC[C@H](C)N.COC[C@H](C)N.COC[C@H](C)N.CO.CO
O 3.778409 3.200556 -0.028950 0.49 0.46 0.39
O -6.869026 -0.437695 1.749651 0.15 -0.34 0.81
O -7.353661 2.617863 0.661332 0.28 -0.53 -0.03
O 1.218886 -5.385979 1.018417 0.13 -0.31 -0.03
O 0.130302 0.201268 0.044526 -0.39 0.24 0.07
O 5.448092 -0.372078 -2.015422 -0.28 0.41 -0.20
O 0.255193 6.261443 0.079211 -0.53 0.51 0.51
O -1.940071 -5.641690 -1.482402 -0.71 0.53 -0.17
O -4.298811 4.353433 3.712852 0.17 -0.37 -0.03
N -1.830356 -4.479479 2.859436 0.13 -0.61 0.62
N 2.294880 0.830194 2.229381 -0.18 -0.25 0.77
N 0.370313 -5.159348 -2.831038 -0.38 0.16 0.44
N 5.160200 -1.751392 -1.965743 0.45 -0.92 0.62
N 1.028527 5.487205 -2.591398 0.86 -0.09 -0.80
N -1.216963 0.378770 -0.302117 -0.98 0.81 -2.04
N -2.247484 7.464863 3.558056 -0.62 -0.49 0.63
C -1.993533 -0.830718 -0.416113 1.07 -1.59 2.46
C -3.051487 6.251180 1.634804 -0.89 -1.33 -0.99
C 1.360136 6.825861 -0.576737 0.29 -0.43 -1.08
C 3.366043 1.739820 1.820506 -0.61 -0.25 -0.97
C -0.004131 -6.571130 -2.721352 -1.29 -0.10 -1.17
C 3.944256 -1.989558 -1.152632 0.87 -0.38 -0.88
C -3.303607 6.466387 3.124375 1.38 1.87 -0.14
C 3.837605 3.539627 -1.390807 -0.46 -0.69 -0.09
C -0.182259 7.579077 -2.439134 0.14 -0.54 -0.35
C -0.062381 -5.692999 1.598396 0.87 0.53 -1.28
C 3.605969 -3.483024 -1.184548 -1.69 -0.32 -1.33
C 0.454740 -4.806088 3.929973 -1.51 -0.31 0.19
C 4.535556 -1.797551 -4.432192 -0.80 -0.79 -0.19
C -4.066300 3.159037 4.443728 0.02 -0.22 -0.01
C 2.410909 -5.918936 1.596665 -0.61 1.10 -0.26
C 0.561350 6.075032 1.460856 0.91 -0.07 -0.68
C 3.750458 -4.207933 -2.548889 1.40 0.60 0.63
C 6.864340 -2.216532 -3.628169 0.54 0.35 0.42
C -1.801515 1.733714 -0.143304 0.02 -1.51 1.21
C -3.091099 1.812618 -0.974371 0.37 -0.29 -1.26
C -0.402395 -4.661916 2.642325 1.52 1.26 0.18
C -3.192285 5.205450 3.934333 0.32 -0.15 0.27
C -0.807225 2.741437 -0.665312 0.99 0.92 0.06
C -2.142497 1.989955 1.344312 0.00 1.64 -0.15
C -6.144428 2.810865 1.376561 0.04 1.51 1.32
C 5.146484 -3.871641 -3.127945 -1.59 -0.52 0.25
C 4.254092 -1.598271 0.283178 -0.10 -0.61 0.86
C -2.153549 -1.489097 1.023506 -0.23 0.39 -0.96
C -4.077564 0.652220 -0.795597 0.69 0.31 0.84
C -3.178345 -5.543697 -2.169052 0.65 -0.43 -0.55
C -1.148816 -6.797525 -1.715176 0.92 0.48 1.50
C 3.334267 1.901708 0.291690 0.74 -0.13 -0.07
C 2.755026 -1.159116 -1.626364 -0.64 1.42 0.82
C 5.378720 -2.389264 -3.279003 0.53 1.44 -0.24
C -1.217666 -1.891598 -1.197758 0.89 1.27 -1.04
C 4.685204 1.218567 2.348610 0.44 0.15 1.21
C -3.309990 -0.642318 -1.114485 -0.95 1.11 -1.18
C 1.140035 6.857367 -2.114126 -1.68 0.37 1.96
C -8.148692 -0.854357 2.257408 -0.23 1.05 -1.81
C 1.183108 -7.485504 -2.606140 1.26 -0.55 0.54
H 4.029882 -4.115326 -0.407577 0.31 0.42 0.19
H 3.533956 -2.235189 -4.375146 -0.07 0.20 -0.04
H 1.946159 5.064590 -2.527309 -0.03 -0.08 -0.20
H 2.958779 -6.429865 0.804669 -0.03 -0.49 0.25
H 1.608745 7.825139 -0.200675 -0.01 -0.06 0.22
H -0.577458 2.652288 -1.730923 -0.52 -0.21 -0.11
H -0.243241 -2.079478 -0.744797 -0.38 -0.69 0.45
H 1.929146 -1.226174 -0.906864 0.11 -0.52 -0.02
H -1.851295 -3.604539 3.374382 -0.69 -0.05 -0.02
H -2.574835 1.226650 1.984542 -0.11 -0.48 -0.62
H -2.630006 -2.461331 0.887598 -0.30 0.11 0.25
H -1.273354 2.361640 1.896145 0.04 0.07 -0.11
H 2.918809 -3.982751 -3.211631 0.04 -0.06 -0.09
H 4.404815 -0.719614 -4.507134 0.37 0.08 0.51
H -2.243146 4.719965 3.664519 -0.10 -0.18 -0.26
H -2.733812 1.800422 -2.015695 -0.07 -0.54 -0.06
H -4.148432 3.347181 5.518726 0.27 0.06 0.06
H -0.893637 -1.426875 -2.141616 -0.42 -0.16 -0.23
H 5.844635 -4.271696 -2.392161 0.37 -0.03 -0.29
H -3.078955 5.365468 5.015930 -0.25 0.48 0.02
H -2.451370 7.677651 4.538193 0.31 -0.11 -0.05
H 2.003074 7.426088 -2.458886 0.05 -0.43 -0.72
H 5.250478 -4.345793 -4.105600 0.36 -0.10 0.07
H 2.804308 3.600678 -1.742112 0.06 0.07 -0.38
H -2.234098 -4.298883 1.947203 -0.19 0.07 0.10
H 7.476740 -2.918241 -3.057038 -0.08 -0.30 -0.28
H 3.752546 -5.268342 -2.296280 -0.33 -0.13 -0.36
H -4.772072 2.357972 4.223652 -0.29 0.38 -0.40
H 4.362099 2.796452 -2.002002 0.03 -0.16 0.13
H 6.267045 -0.273059 -1.519294 0.00 -0.09 0.00
H 0.634620 -4.822689 -1.900088 0.39 -0.29 -0.05
H -0.991209 7.111935 -1.874969 0.08 0.11 0.22
H -0.515322 -4.661442 -2.923987 0.16 0.06 -0.34
H -0.175753 8.649073 -2.239290 0.09 0.01 0.02
H 3.160874 2.737389 2.210416 -0.03 -0.05 0.25
H -5.415087 2.023084 1.252011 -0.19 -0.12 -0.55
H 4.903762 -2.301458 0.814836 0.27 -0.18 -0.55
H 0.567956 0.338384 -0.806788 0.27 -0.10 0.22
H -0.497991 -6.894036 -3.649617 0.40 0.66 -0.45
H 4.878915 0.186948 2.051992 -0.03 0.24 0.04
H 2.196880 0.014778 1.636138 0.31 0.08 -0.08
H -6.267445 2.920817 2.462180 -0.56 -0.59 0.06
H -2.550663 5.310945 1.369292 -0.08 -0.23 0.68
H 0.443407 4.926493 -1.981200 -0.19 0.33 0.12
H -0.696286 -6.875105 -0.720371 0.08 -0.88 -0.15
H 4.721165 -0.625889 0.431486 -0.48 -0.07 -0.42
H 3.992071 1.151909 -0.168844 0.04 0.17 -0.10
H 2.304985 -1.273658 -2.611316 0.50 -0.48 -0.17
H 1.042841 -8.482198 -3.029663 -0.40 0.04 0.10
H 2.327162 1.675452 -0.071607 -0.21 0.43 -0.08
H 3.326250 -1.708705 0.855441 -0.04 0.53 0.02
H 7.300250 -1.255401 -3.345498 -0.48 0.23 -0.18
H -1.833512 -2.757571 -1.422744 0.23 -0.26 0.24
H 0.698937 -5.847133 4.144124 0.03 0.02 0.12
H -2.543393 8.321685 3.096701 0.40 0.03 -0.17
H 0.183542 2.673347 -0.204683 -0.20 -0.25 0.38
H -2.877717 2.800627 1.260414 0.10 0.15 0.71
H -0.323113 5.812128 2.028986 -0.05 -0.15 -0.13
H -3.774917 -6.433188 -1.961013 -0.24 0.04 -0.08
H 5.574038 1.830226 2.181085 -0.19 0.13 -0.72
H -2.714959 -0.827777 1.679283 -0.24 -0.27 0.12
H -2.414058 6.930568 1.068766 -0.33 0.78 0.55
H -2.996410 -5.456874 -3.245491 -0.16 -0.18 -0.13
H 2.514219 -3.482247 -1.088467 0.06 -0.27 0.89
H -1.742549 -7.676853 -1.976902 -0.07 0.01 0.16
H 1.350545 -4.192188 3.932048 0.08 -0.08 -0.23
H -8.467981 -1.700737 1.640931 -0.19 -0.33 0.70
H -3.715937 -4.642425 -1.885532 0.15 0.00 0.42
H 4.922643 -2.126119 -5.399634 0.15 -0.05 0.08
H -5.724741 3.806919 1.198715 0.39 -0.21 -0.78
H 2.050829 -7.092619 -3.141496 -0.29 0.31 -0.24
H 7.015350 -2.315156 -4.701533 0.15 -0.31 0.04
H 1.356788 5.319622 1.473930 -0.23 -0.30 0.53
H 1.372906 1.245868 2.237111 0.14 0.29 -0.12
H 4.638563 1.225270 3.442460 -0.25 -0.25 -0.02
H -3.074566 -0.535277 -2.180154 -0.01 -0.37 -0.08
H -0.095550 -6.740541 1.913022 -0.10 0.07 0.33
H -0.436927 7.376133 -3.480360 0.16 0.33 -0.10
H 4.353126 4.488120 -1.526353 -0.11 0.11 0.27
H -7.030538 -0.160817 0.844792 0.06 0.18 -0.03
H -7.919873 3.374544 0.828696 0.01 0.00 0.01
H 1.585329 -7.637706 -1.596752 -0.43 0.15 0.19
H -0.050962 -3.672342 2.299961 0.27 -0.46 -0.82
H -3.579121 2.790332 -1.016894 0.07 0.09 1.05
H -3.925957 -1.532309 -0.985744 0.02 -0.03 0.06
H 3.021717 -5.056992 1.882181 0.12 -0.15 0.28
H -4.484602 0.577610 0.216346 0.21 0.21 0.15
H -4.024464 6.142883 1.143865 0.14 0.26 -0.25
H -1.100110 3.778390 -0.474075 -0.33 -0.09 -0.04
H -0.202139 -4.442720 4.726877 0.32 -0.10 0.27
H -4.937867 0.912328 -1.414073 0.01 -0.69 -0.32
H -3.075433 2.777092 4.180782 0.09 -0.07 0.26
H 3.038280 -0.105728 -1.507160 0.09 -0.11 -0.48
H 2.200680 6.122181 -0.472508 0.31 0.39 0.45
H 1.016428 6.972535 1.892077 -0.28 0.17 0.00
H -1.175756 -1.680843 1.467103 0.10 0.21 -0.11
H -4.227444 7.019402 3.315480 -0.52 -0.81 -0.29
H 2.170746 -6.505883 2.480522 0.31 -0.36 -0.12
H -8.178843 -1.006743 3.329641 0.49 -0.29 -0.04
H -0.670187 -5.576027 0.699383 -0.67 -0.04 0.44
H -8.838891 -0.033736 2.015102 -0.22 -0.19 0.36

ORCA calculation (ωB97M-V/def2-TZVPD) on one molecule with the formula C17H23N5O2 at a distorted geometry.

XYZ file:
```
47
Properties=species:S:1:pos:R:3:forces:R:3
O 2.493960 1.183110 0.501972 0.15 0.90 0.01
O 0.429358 1.381120 -0.404057 -0.38 0.55 -0.03
N -5.654998 4.456405 4.121232 0.46 -0.23 -0.66
N 1.690219 -0.539202 -0.700215 -0.79 0.86 0.03
N -0.983123 3.773129 1.206532 -2.04 0.99 0.43
N -3.345167 3.851993 1.295206 0.65 0.09 0.67
N 1.811390 -3.193296 -1.920893 0.26 0.64 -0.70
C 0.621456 -2.684501 -1.211394 0.56 -1.04 -0.81
C -1.018544 3.386948 -0.188414 0.03 -0.66 -0.55
C 0.581045 -5.038507 -3.132069 1.49 0.49 -0.44
C 1.864973 -4.614365 -2.362902 -1.17 0.37 1.14
C 0.357978 2.779267 0.007607 1.95 -0.37 -0.61
C 1.589667 0.736420 -0.168314 1.34 -1.46 0.35
C -2.072679 4.118863 3.329916 -1.28 -0.27 0.69
C 3.018635 -2.307765 -1.901518 -1.19 -0.08 -0.40
C 0.291297 3.112963 1.496434 -0.60 -0.78 0.43
C 2.987969 -1.255386 -0.770975 0.27 -0.05 1.12
C -2.163274 3.908374 1.955394 1.06 -0.09 -0.37
C -4.483394 4.237159 3.423893 0.76 -0.33 -1.21
C 0.507133 -1.178840 -1.249101 0.20 -0.24 -0.73
C -4.431533 4.016487 2.026700 -1.50 0.54 0.35
C -3.274446 4.236108 4.071721 1.97 -0.07 -0.44
C -6.633031 4.678637 4.703252 -0.67 0.12 0.40
C 1.971410 -5.534465 -1.117541 0.21 0.07 -0.27
H -5.405645 4.037459 1.514665 0.53 -0.17 -0.04
H 2.866887 -5.216324 -0.562959 -0.31 -0.36 0.11
H 0.396921 -0.823084 -2.270542 -0.29 -0.22 -0.39
H 3.156138 -1.765033 0.207474 0.02 0.36 -0.54
H -0.324291 -3.094670 -1.650306 0.86 0.22 0.29
H 2.725568 -4.757589 -3.023318 -0.01 0.21 0.16
H 0.769108 -6.019149 -3.583060 -0.28 0.14 0.12
H 0.195802 2.229621 2.136461 0.02 0.07 0.04
H -3.235876 4.321034 5.138065 0.04 0.19 0.43
H 1.194480 3.363799 -0.431669 -0.54 -0.70 -0.18
H 3.946948 -2.902897 -1.873991 -0.36 0.19 0.32
H -1.780658 2.623340 -0.398340 0.10 0.30 -0.13
H -0.418728 -0.934289 -0.734339 0.22 0.38 0.35
H -1.092804 4.136181 3.796340 -0.24 0.05 0.10
H 3.065195 -1.721723 -2.828262 0.03 -0.14 -0.20
H 2.055350 -6.601242 -1.405469 0.03 0.51 0.20
H 1.085630 3.755478 1.860991 0.05 0.09 0.07
H 1.064367 -5.420792 -0.480803 0.66 -0.03 -0.38
H 0.704580 -3.032723 -0.188957 -0.50 0.10 0.66
H -1.034440 4.197706 -0.928954 -0.32 -0.15 0.28
H -0.269006 -5.062226 -2.487608 -0.57 -0.31 0.53
H 3.816467 -0.507279 -0.906566 -0.87 -0.71 0.10
H 0.361704 -4.316255 -3.911316 0.02 0.05 -0.30
```
Forces are in eV/Å.

These are the natural (NBO) partial charges, in e, on atoms 1 to 5: O -0.661; O -0.516; N -0.522; N -0.458; N -0.409

88
Properties=species:S:1:pos:R:3:forces:R:3 method="wB97M-V/def2-TZVPD" total_charge=-1 s_squared=3.772 multiplicity=4
V -1.198738 -0.151142 0.961410 -0.74 -0.36 -0.66
Cl 3.386574 2.622911 3.357898 -0.07 -0.01 0.01
S 2.498961 -1.728083 2.583823 0.09 0.12 0.18
S -0.347752 -2.199955 -0.145241 -0.09 -0.20 -0.03
Si -1.883631 1.477564 -0.944432 -0.10 0.17 0.14
F -3.047710 -5.497435 -2.968112 -0.02 -0.11 -0.12
F -5.396930 -4.813816 -1.781340 -0.13 -0.07 -0.04
F -0.762937 -4.330990 -2.233440 0.15 -0.02 -0.05
F -5.410380 -2.930308 0.184825 -0.11 0.03 0.05
F -3.130588 -1.746755 0.945900 0.21 0.15 -0.06
O -2.288607 0.404483 2.602804 -0.10 -0.14 0.21
O -1.986790 0.773295 4.796341 -0.18 0.03 -0.07
O 1.893369 2.580390 5.984603 0.06 -0.02 -0.02
O -0.153165 1.777580 6.241894 0.14 0.08 -0.02
N 3.689087 -3.456536 0.963397 0.01 0.07 -0.02
N 1.410694 1.547081 1.926105 -0.11 -0.03 0.01
N 0.172509 1.027610 2.026343 0.41 0.18 0.11
N 4.783764 -1.444984 1.208850 -0.03 -0.04 0.07
C 2.603543 2.821672 0.236926 0.04 -0.06 -0.14
C 5.111509 -0.248323 1.958095 -0.01 -0.02 -0.02
C -1.885032 -3.958029 -1.613057 -0.17 0.00 0.04
C -4.258354 -4.226927 -1.403606 0.12 0.05 0.02
C -0.491253 0.245117 -3.068787 0.02 0.04 -0.02
C -3.652834 2.192052 -0.513406 0.00 0.00 0.11
C 4.907301 -4.233469 0.802354 0.01 0.03 -0.03
C -4.264720 -3.268360 -0.405208 0.17 -0.03 -0.10
C 0.906786 2.067529 5.511756 -0.15 0.10 0.18
C 3.249478 1.762583 -1.823705 -0.01 -0.03 -0.02
C 2.478475 -4.259931 1.022938 0.04 -0.02 0.02
C -1.859728 0.885190 -2.799486 0.08 -0.07 -0.03
C -3.075313 -2.672527 -0.035376 0.05 -0.17 -0.14
C 3.713539 -2.222879 1.549475 -0.11 -0.08 -0.07
C 2.671097 0.574775 -1.399378 -0.05 -0.03 0.04
C 3.215768 2.883903 -1.005395 -0.02 -0.01 0.03
C -1.615632 0.736308 3.617912 0.37 0.10 0.09
C -0.799470 3.062704 -1.001290 0.01 -0.02 -0.07
C -3.060544 -4.572277 -2.005643 -0.04 0.17 0.18
C -4.593190 1.060369 -0.085395 -0.07 -0.07 -0.02
C -2.023535 2.005261 -3.829631 0.05 0.09 -0.05
C -0.193006 1.145118 3.293228 -0.15 0.21 0.15
C 5.348891 -1.476630 -0.128794 0.06 -0.04 -0.03
C -1.847814 -2.985291 -0.617353 0.13 0.26 0.12
C -4.350845 3.006832 -1.601894 -0.01 0.04 -0.07
C 2.076355 0.490723 -0.148948 0.12 -0.02 -0.09
C 1.830590 1.975714 3.137928 0.03 -0.05 -0.08
C -2.931760 -0.175913 -3.046267 -0.08 -0.05 -0.03
C 2.057808 1.617373 0.654542 -0.03 0.05 0.16
C -3.470130 3.115609 0.699098 0.00 0.07 0.02
C 0.826091 1.744751 4.060457 0.17 -0.04 -0.03
H -1.990514 1.582682 -4.842979 0.01 -0.01 -0.03
H 4.678711 0.640708 1.491718 -0.04 0.03 -0.01
H 5.333833 -0.463017 -0.537430 -0.01 -0.02 -0.02
H -2.908109 2.634750 1.503254 0.01 -0.04 -0.02
H -0.905661 1.384252 5.690413 -0.05 -0.11 0.04
H -5.257012 3.472470 -1.191633 -0.02 0.01 0.01
H 5.761381 -3.683304 1.187083 0.02 0.00 0.01
H -2.804818 -0.629150 -4.038606 0.01 0.01 -0.02
H -2.954891 4.039515 0.425646 0.03 -0.01 0.00
H -4.664793 2.390778 -2.447360 0.02 -0.03 0.01
H -4.697602 0.289264 -0.853276 0.01 0.00 -0.02
H -1.286835 3.877295 -1.546701 -0.01 0.02 -0.03
H -0.573063 3.430838 0.001772 -0.01 -0.02 0.06
H 4.751917 -2.116473 -0.773534 -0.01 0.00 -0.01
H 6.382703 -1.835535 -0.132308 0.01 0.01 0.00
H -3.940435 0.241936 -3.008456 0.00 0.02 0.02
H -0.430727 -0.083856 -4.115445 -0.02 -0.03 -0.02
H -2.958175 2.556007 -3.737790 -0.02 -0.05 0.03
H 2.660341 -0.297518 -2.040209 0.02 0.01 -0.02
H 2.531996 3.701828 0.858304 -0.01 0.00 0.05
H 6.198730 -0.136727 1.982857 -0.01 0.00 -0.02
H -2.878465 -0.984111 -2.311479 0.02 -0.01 0.03
H 1.650189 -0.440539 0.199172 0.00 0.08 0.02
H -3.721680 3.812507 -1.990300 0.03 -0.01 0.02
H 4.811253 -5.162151 1.371607 0.02 0.01 0.00
H -0.307064 -0.618551 -2.428482 0.00 0.00 0.03
H 3.641107 3.819723 -1.342920 0.00 0.00 -0.01
H -5.598557 1.454147 0.115373 -0.01 0.03 0.01
H 0.317756 0.964198 -2.911024 0.00 -0.01 0.03
H -4.448535 3.395882 1.109603 -0.03 0.00 0.00
H 5.094048 -4.491971 -0.243548 -0.01 0.00 0.00
H 4.729091 -0.329745 2.969093 -0.02 0.00 0.05
H -1.206781 2.727976 -3.757763 0.00 0.02 0.02
H 2.394198 -4.773113 1.986384 -0.01 0.00 0.00
H 3.707447 1.819608 -2.802840 0.01 0.01 -0.01
H 0.157546 2.865065 -1.493272 0.02 -0.03 -0.01
H 1.601793 -3.634894 0.879034 0.03 -0.07 0.00
H 2.528761 -5.000115 0.222926 -0.02 0.00 -0.01
H -4.250883 0.575403 0.829399 0.06 0.00 0.02

19
Properties=species:S:1:pos:R:3:forces:R:3 method="wB97M-V/def2-TZVPD" total_charge=-1
O 0.143445 -1.381287 2.010476 0.25 -0.88 -0.48
O -0.912641 0.974653 2.426569 0.20 -0.45 0.02
N 0.923633 -0.396829 -1.718250 -0.46 -1.45 0.98
C 0.886357 -1.014988 0.870897 -0.11 0.56 0.67
C -0.956121 1.215739 -1.051822 -0.23 -1.20 -0.70
C 0.284147 -1.469900 -0.457452 1.64 0.41 3.60
C 0.514303 0.972618 -1.419886 -0.53 0.73 2.03
H 0.878207 0.073522 0.898136 0.25 0.15 -0.27
H -1.591675 0.785597 -1.839898 -0.03 0.11 -0.08
H 0.758132 1.706315 -2.183250 0.51 -0.54 -0.64
H -0.987638 1.098481 3.380253 -0.01 0.04 -0.13
H 0.071923 -0.965612 -1.654139 -1.76 0.56 -3.95
H -0.794552 -1.443466 -0.255349 -0.08 0.41 -0.64
H -0.297825 -0.513743 2.294602 -0.52 0.67 0.16
H 1.058070 1.283044 -0.520003 0.24 0.35 -0.21
H 1.924795 -1.345691 0.961009 0.06 -0.15 -0.13
H -1.238549 2.258666 -0.948858 0.27 0.13 0.18
H -1.202338 0.671589 -0.145498 -0.10 0.37 0.39
H 0.538326 -2.508709 -0.647536 0.38 0.17 -0.77

no.,E (eV)
1,-71967.6937
2,-29545.3396
3,-128280.1968
4,-9924.5122